Entry 1:
Density functional theory data (ωB97M-V/def2-TZVPD) for a molecular structure, C35H53AlCl2NO26.

XYZ file:
```
118
Properties=species:S:1:pos:R:3:forces:R:3
C -4.5052 -1.8862 1.5983 0.0 0.5 -0.1
C -3.0146 -1.8332 1.3854 0.2 -0.2 -0.7
O -2.4623 -2.5470 0.5619 -0.1 0.4 0.7
O -2.4069 -0.9450 2.1613 -0.3 -0.7 0.1
C -1.0392 -1.2369 2.5925 0.3 0.1 0.2
C -0.9233 -0.8923 4.0737 0.2 0.5 -0.1
C 0.2019 0.1064 4.4541 -0.3 -0.4 0.3
Al -0.5210 1.7275 5.4150 0.7 0.3 0.1
N -0.3537 1.5026 7.2790 -0.5 -0.7 -0.8
C -1.2479 0.9459 7.9679 0.4 0.1 0.2
C -0.8464 0.0228 9.1210 -0.2 0.5 0.3
C -2.7546 1.1746 7.8391 0.1 -0.2 0.4
C 0.6709 3.3293 4.8181 -0.4 0.3 0.2
Cl 1.5655 3.9738 6.2695 0.0 -0.1 -0.1
C -0.1026 4.4399 4.1561 0.3 -0.2 0.4
C -1.2644 4.9926 4.9507 0.1 0.1 -0.2
Cl 0.9774 5.9104 3.7703 0.1 0.1 -0.2
H -4.7579 -2.7968 2.1304 0.1 -0.2 0.1
H -4.8577 -1.0361 2.1718 0.0 0.1 0.2
H -5.0191 -1.9053 0.6443 0.0 -0.1 -0.2
H -0.3524 -0.6535 1.9909 0.0 0.2 -0.2
H -0.8348 -2.2889 2.4226 -0.1 -0.1 -0.3
H -1.8884 -0.4650 4.3466 -0.2 -0.1 0.1
H -0.8005 -1.8156 4.6337 -0.1 -0.2 0.1
H 0.7644 0.4130 3.5761 0.0 0.1 -0.3
H 0.9184 -0.4318 5.0772 0.2 0.1 0.1
H -2.0391 1.9523 4.8992 -0.2 0.0 -0.1
H -1.6766 -0.5701 9.4961 0.0 -0.3 -0.1
H -0.0103 -0.5971 8.8251 0.1 -0.1 -0.1
H -0.5173 0.6464 9.9534 0.1 0.0 0.1
H -3.1231 0.9654 6.8421 0.0 0.2 -0.2
H -2.9615 2.2074 8.1071 -0.1 0.2 -0.2
H -3.3060 0.5562 8.5447 -0.1 -0.1 0.0
H 1.4333 2.9748 4.1337 0.2 0.0 0.0
H -0.3808 4.1120 3.1613 -0.2 -0.2 -0.1
H -0.8778 5.5494 5.7975 0.0 0.1 0.2
H -1.8970 4.1901 5.3130 -0.1 -0.2 0.0
H -1.8648 5.6457 4.3232 -0.1 0.2 0.0
C -1.2668 -4.7171 -1.2979 0.0 0.1 0.0
C -0.4357 -4.5121 -2.5425 0.2 0.3 0.0
O -0.6395 -5.7347 -3.2687 0.0 0.0 0.1
C -1.8117 -6.2651 -2.8634 0.0 0.1 0.0
O -2.3538 -7.1833 -3.3933 -0.1 -0.2 -0.1
O -2.2917 -5.6136 -1.7841 0.1 0.1 0.0
H -1.7032 -3.7998 -0.9151 -0.2 -0.2 0.0
H -0.7129 -5.2111 -0.4969 0.0 -0.1 0.0
H -0.7934 -3.6821 -3.1535 0.0 0.0 0.0
H 0.6198 -4.3679 -2.3292 0.0 -0.2 -0.1
C -2.5356 -7.5308 0.8647 -0.1 0.0 -0.1
C -3.6606 -8.2739 1.5539 -0.1 0.0 -0.1
O -3.0282 -8.7469 2.7470 0.0 0.0 0.0
C -1.9647 -7.9464 3.0142 -0.1 0.0 -0.2
O -1.3354 -7.9761 4.0158 0.1 0.0 0.2
O -1.7267 -7.1144 1.9713 0.0 0.0 0.0
H -2.8743 -6.6751 0.2907 0.1 0.1 0.1
H -1.9414 -8.1816 0.2199 0.0 0.0 0.0
H -4.4864 -7.6156 1.8301 0.0 0.0 0.0
H -4.0460 -9.1080 0.9741 0.1 -0.1 0.1
C 0.7206 2.1056 -1.7098 0.0 0.0 -0.2
C 2.1708 2.3973 -1.3841 0.0 -0.1 -0.1
O 2.0978 2.7244 0.0114 -0.1 -0.3 -0.2
C 0.9827 2.1488 0.5325 0.0 -0.1 -0.2
O 0.7305 2.0925 1.6894 0.0 0.1 0.1
O 0.2093 1.6444 -0.4526 0.1 0.0 0.0
H 0.5962 1.3344 -2.4663 0.0 -0.1 0.1
H 0.1673 2.9926 -2.0129 0.0 0.0 0.0
H 2.8171 1.5265 -1.5092 0.0 0.0 0.0
H 2.5818 3.2306 -1.9470 0.0 0.1 0.1
C -4.0482 0.9945 -1.5581 -0.1 -0.1 0.1
C -3.7302 1.9229 -0.4014 -0.1 -0.1 0.1
O -2.6311 2.6714 -0.9216 -0.1 0.1 0.0
C -2.6777 2.6349 -2.2666 0.1 -0.1 0.3
O -1.9656 3.2748 -2.9681 0.0 0.1 -0.4
O -3.6115 1.7537 -2.6937 0.0 0.0 0.0
H -5.1054 0.7579 -1.6468 0.0 0.1 -0.1
H -3.4714 0.0696 -1.5202 0.0 0.0 0.0
H -4.5493 2.6092 -0.1791 0.0 0.0 0.0
H -3.4347 1.4076 0.5087 0.2 0.0 0.0
C 4.4638 4.9779 2.2506 -0.1 0.1 0.1
C 3.3084 5.2130 1.3052 -0.3 -0.1 0.3
O 3.9823 5.6701 0.1127 0.1 -0.1 -0.1
C 5.2494 5.2113 0.1446 -0.2 0.0 0.2
O 6.0131 5.2752 -0.7693 0.1 0.0 -0.3
O 5.5397 4.6735 1.3419 0.0 0.0 0.0
H 4.2987 4.1533 2.9367 0.1 -0.1 -0.1
H 4.7279 5.8701 2.8193 0.0 0.0 0.0
H 2.7686 4.2942 1.0719 0.2 0.3 0.1
H 2.6092 5.9560 1.6688 0.1 0.2 -0.2
C 4.8584 5.8889 -4.3236 0.1 -0.1 0.0
C 4.6488 6.8450 -3.1707 0.0 0.0 0.1
O 3.8312 7.8648 -3.7725 0.0 -0.1 0.0
C 3.1886 7.3268 -4.8307 0.1 0.0 0.1
O 2.3207 7.8593 -5.4408 -0.1 0.1 -0.1
O 3.6749 6.0928 -5.1079 0.0 0.0 0.0
H 4.9359 4.8519 -4.0108 -0.1 0.0 -0.1
H 5.7275 6.1477 -4.9316 0.0 0.0 0.0
H 4.1030 6.3913 -2.3460 0.0 0.0 0.0
H 5.5712 7.2708 -2.7900 0.0 0.1 0.0
C -1.2470 -5.4518 -7.8428 -0.1 -0.1 0.0
C -2.3636 -4.6750 -7.1796 -0.2 -0.1 0.0
O -1.6746 -3.9828 -6.1301 0.1 0.0 -0.1
C -0.3744 -3.8795 -6.4834 -0.1 0.0 0.1
O 0.4296 -3.2195 -5.9078 0.1 0.1 0.1
O -0.1094 -4.6218 -7.5767 0.0 -0.1 -0.1
H -1.3812 -5.5742 -8.9138 0.1 0.1 0.0
H -1.0851 -6.4275 -7.3829 0.0 0.0 0.0
H -2.8150 -3.9381 -7.8459 0.0 0.0 0.0
H -3.1410 -5.3081 -6.7614 0.1 0.0 0.1
C 4.2490 -2.3606 -6.3909 0.0 -0.1 0.0
C 3.1240 -1.6033 -5.7188 0.0 0.0 0.0
O 3.8171 -0.9083 -4.6704 0.0 0.0 -0.1
C 5.1171 -0.7815 -5.0241 -0.1 -0.1 -0.1
O 5.9136 -0.1157 -4.4537 0.2 0.1 0.1
O 5.3831 -1.5267 -6.1261 0.0 0.0 0.0
H 4.1107 -2.4795 -7.4619 0.1 0.1 0.0
H 4.4193 -3.3398 -5.9397 0.0 0.0 0.0
H 2.6626 -0.8681 -6.3807 0.0 0.0 0.0
H 2.3585 -2.2481 -5.3129 0.0 0.0 0.2
```
Positions in Å, forces in eV/Å.

Output
lowest unoccupied orbital energy: 0.0495 hartree
net charge: -1
frontier orbital gap: 0.217 Ha

=====

Entry 2:
Density functional theory data (ωB97M-V/def2-TZVPD) for 9 unconnected molecules or ions with the total composition C35H53BClF8NO29PSi.

XYZ file:
```
130
Properties=species:S:1:pos:R:3:forces:R:3
C 2.6251 -5.2436 -6.0577 0.0 0.3 0.3
C 2.8599 -3.7955 -5.5561 -0.4 -0.5 0.1
B 2.2765 -2.6616 -6.5139 0.2 -0.1 -0.1
O 2.7599 -2.6761 -7.8212 -0.7 -0.3 -0.1
P 1.0033 -1.2820 -5.9781 0.8 1.3 -1.1
N 1.0999 -0.4652 -7.6225 -0.2 -0.1 0.2
Si 2.5870 0.1968 -5.1613 -0.5 -0.2 0.4
C 3.0263 1.5369 -6.4264 0.2 0.1 0.7
C 1.7371 1.1238 -3.7223 0.6 0.2 -0.2
C 4.1138 -0.6773 -4.4385 -0.2 0.1 -0.2
O 0.6814 -2.0058 -4.3937 -0.6 0.3 0.5
C -0.3448 -2.9531 -4.4163 0.9 -0.9 0.0
C -1.2110 -2.8216 -5.6880 1.7 0.7 -1.5
C -1.6045 -4.1987 -6.2355 -0.4 -0.1 0.3
O -1.6287 -4.1526 -7.6587 -0.4 0.4 -0.3
O -2.2878 -5.3608 -8.0679 -0.1 -0.4 0.0
C -2.3182 -1.7691 -5.7496 -0.8 -0.8 0.8
C -3.3247 -1.7256 -4.6080 -0.9 0.8 -0.8
C -4.4172 -0.7168 -4.9868 0.4 0.1 0.5
Cl -2.6317 -1.1030 -3.0633 0.1 -0.2 0.2
O -0.2614 -2.3616 -6.6570 -0.4 -0.2 0.7
H 3.4845 -5.8786 -5.8487 0.1 -0.1 -0.2
H 1.7797 -5.6890 -5.5349 -0.1 0.0 0.0
H 2.3855 -5.2904 -7.1206 0.1 -0.1 -0.1
H 3.9360 -3.6191 -5.4736 0.1 0.1 -0.1
H 2.4709 -3.7295 -4.5418 0.0 0.2 0.1
H 2.7867 -3.5827 -8.1615 0.5 0.2 0.2
H 0.0460 -0.2500 -5.5561 -0.4 -0.2 -0.2
H 0.5424 0.3834 -7.5442 0.1 0.0 0.0
H 0.5637 -1.0368 -8.2699 0.2 -0.1 0.0
H 2.1204 2.1041 -6.6358 -0.1 -0.1 -0.3
H 3.4521 1.1374 -7.3400 -0.1 0.0 -0.1
H 3.7118 2.2535 -5.9602 0.2 0.0 -0.1
H 2.0919 2.1586 -3.6892 0.1 0.1 0.1
H 0.6581 1.1697 -3.8593 -0.1 -0.2 0.1
H 1.9939 0.6365 -2.7820 -0.2 0.1 0.0
H 3.7502 -1.5253 -3.8565 0.0 0.1 0.0
H 4.6894 -0.0253 -3.7812 0.1 0.0 0.1
H 4.7703 -1.0805 -5.2100 0.1 0.1 -0.1
H 0.1903 -3.9123 -4.5003 -0.4 -0.4 -0.1
H -0.9039 -3.0257 -3.4822 -0.1 0.4 0.1
H -0.8552 -4.9351 -5.9470 0.0 -0.1 0.2
H -2.5986 -4.5140 -5.9011 0.0 -0.1 0.2
H -2.9241 -5.0547 -8.7323 0.3 0.3 0.2
H -1.9171 -0.7742 -5.8990 0.3 0.0 0.1
H -2.9177 -2.0035 -6.6340 0.0 0.0 -0.2
H -3.8240 -2.6760 -4.4344 0.4 -0.3 0.4
H -3.9218 0.2447 -5.1114 -0.1 0.1 -0.3
H -5.1436 -0.5846 -4.1873 -0.1 -0.2 0.0
H -4.9140 -1.0139 -5.9063 -0.1 0.0 -0.1
C 0.8365 -2.2594 0.6764 -0.7 -0.4 0.0
C 0.2797 -1.3049 -0.3716 0.4 0.2 -0.1
O 1.4110 -1.0484 -1.1887 -0.3 -0.5 0.2
C 2.2229 -2.1345 -1.1117 0.4 0.0 -0.5
O 3.1331 -2.3668 -1.8371 -0.2 0.1 0.5
O 1.8529 -2.9337 -0.0743 0.0 0.1 0.1
F -0.1398 -0.1047 0.1376 0.1 -0.3 0.1
H 1.3000 -1.7371 1.5159 -0.1 0.2 0.0
H 0.0897 -2.9873 1.0485 0.6 0.5 -0.3
H -0.5221 -1.7362 -0.9729 -0.1 0.2 0.0
C -1.2609 2.7264 1.4091 0.2 -0.4 -0.4
C -2.4766 2.2569 2.1616 0.1 0.2 0.3
O -3.1143 3.4912 2.4845 -0.1 -0.2 -0.4
C -2.7778 4.3830 1.5048 0.0 0.4 0.1
O -3.3357 5.4165 1.3250 0.1 -0.1 0.1
O -1.7328 3.9295 0.7845 -0.1 -0.1 0.2
F -2.1485 1.6184 3.3135 -0.1 0.1 0.0
H -0.4439 2.9653 2.0800 -0.1 -0.1 0.3
H -0.9151 2.0131 0.6674 -0.1 0.2 -0.2
H -3.1585 1.6279 1.5879 0.0 0.0 0.1
C -6.0245 3.6128 3.6430 -0.1 -0.1 -0.1
C -7.1667 3.7783 4.6275 -0.1 0.3 -0.2
O -8.2997 3.4327 3.8524 0.2 -0.3 0.1
C -7.8822 2.5517 2.8965 -0.1 -0.1 -0.3
O -8.6041 1.8693 2.2492 0.1 0.2 0.1
O -6.5328 2.5620 2.8030 0.0 0.1 0.1
F -7.3226 5.0613 5.0539 -0.1 -0.1 -0.1
H -5.8629 4.5108 3.0445 -0.1 0.1 0.1
H -5.0919 3.3247 4.1024 0.0 -0.3 -0.1
H -7.1120 3.1207 5.4960 0.0 0.1 0.1
C 5.1741 1.8648 6.0952 0.1 0.4 0.0
C 4.2694 0.7325 5.6851 -0.2 -0.1 0.3
O 3.1766 0.8817 6.5719 0.0 -0.1 -0.5
C 3.0881 2.1875 6.8985 -0.5 0.6 0.6
O 2.1453 2.6834 7.4229 0.4 0.0 -0.2
O 4.2294 2.8446 6.5491 0.0 -0.2 -0.1
F 4.8209 -0.4702 5.9071 0.3 -0.3 0.1
H 5.8247 1.5813 6.9240 -0.1 -0.2 0.0
H 5.7792 2.2468 5.2788 -0.1 0.2 0.0
H 3.9123 0.7845 4.6558 0.0 -0.1 -0.1
C -3.4294 6.7317 5.8649 0.0 0.2 -0.2
C -4.4214 5.8029 6.5266 0.2 -0.2 0.0
O -3.6949 5.3196 7.6394 -0.2 0.3 0.0
C -2.7955 6.2905 7.9855 0.3 0.0 0.2
O -2.2124 6.3303 9.0164 -0.1 -0.1 -0.2
O -2.6775 7.2021 6.9906 -0.2 -0.2 0.0
F -4.7541 4.7562 5.7239 0.2 0.1 0.3
H -2.7679 6.2006 5.1786 -0.1 -0.1 0.0
H -3.9006 7.5566 5.3381 0.1 0.1 0.2
H -5.3362 6.2856 6.8727 -0.1 -0.1 -0.1
C 2.5233 5.9090 2.0081 0.0 0.2 -0.2
C 1.2653 5.2376 1.5005 -0.1 -0.4 0.2
O 0.3331 5.5141 2.5358 0.2 0.2 -0.3
C 0.7170 6.6851 3.1243 -0.2 0.2 0.4
O 0.0313 7.3320 3.8452 0.2 -0.3 -0.2
O 1.9839 7.0052 2.7627 0.0 -0.3 -0.2
F 1.3975 3.8814 1.3851 0.2 0.5 0.1
H 3.0912 5.2605 2.6666 0.0 -0.2 0.1
H 3.1711 6.2608 1.2100 -0.1 0.2 0.0
H 0.8904 5.6372 0.5577 0.0 -0.2 0.0
C 0.2667 -4.2150 5.5026 0.2 0.2 -0.3
C -0.1728 -5.6432 5.2363 0.1 0.0 0.3
O -0.9963 -5.4897 4.1042 0.1 -0.2 0.0
C -0.5605 -4.4242 3.4025 -0.3 -0.3 -0.7
O -0.8917 -4.2469 2.2658 0.3 0.4 0.9
O 0.2820 -3.6632 4.1481 -0.4 -0.3 0.4
F -0.9188 -6.1592 6.2515 0.1 0.1 -0.1
H -0.4523 -3.6690 6.1148 -0.1 -0.1 -0.1
H 1.2508 -4.1505 5.9579 0.1 0.1 -0.3
H 0.6726 -6.2958 4.9957 -0.6 0.0 0.3
C 4.3208 -3.7823 2.2654 0.0 -0.2 -0.2
C 4.5237 -3.5420 3.7472 0.1 -0.1 -0.1
O 3.4101 -4.1711 4.3045 0.4 0.1 0.7
C 3.0241 -5.1545 3.4908 0.1 0.3 -0.4
O 2.2478 -5.9587 3.8660 -0.4 -1.2 -0.6
O 3.6124 -5.0582 2.2813 0.2 0.5 0.4
F 4.4553 -2.2644 4.1351 0.2 0.8 -0.3
H 3.6818 -3.0299 1.8095 -0.1 0.1 0.0
H 5.2517 -3.8445 1.7094 -0.1 -0.3 -0.1
H 5.4370 -3.9864 4.1474 0.1 0.1 0.0
```
Positions in Å, forces in eV/Å.

Output
lowest unoccupied orbital energy: 0.0414 hartree
net charge: -1
frontier orbital gap: 0.153 Ha

=====

Number 1: strongest force on any atom 1.2 eV Å⁻¹. Number 2: strongest force on any atom 2.4 eV Å⁻¹.